[1]
{"formula": "C2HNO3S", "method": "ωB97M-V/def2-TZVPD", "e_tot_ha": -755.30929, "orbital_gap_ev": [7.9225, 7.9194], "smiles": "O=c1[nH]c1=S(=O)=O", "relative_energy_kcal_mol": 112.3, "symbols": ["C", "C", "N", "O", "O", "O", "S", "H"], "xyz": [[-0.262, -1.880, 0.041], [-1.173, -0.857, 0.454], [0.065, -0.515, 0.110], [0.186, -2.926, -0.264], [-4.017, -0.177, 0.552], [-2.484, 1.316, -0.511], [-2.857, -0.047, -0.281], [0.567, 0.243, 0.077]]}

=====

[2]
{"formula": "C2HNO4", "method": "ωB97M-V/def2-TZVPD", "e_tot_ha": -432.32627, "orbital_gap_ev": 10.1118, "smiles": "O=C1O[C@H]1[N+](=O)[O-]", "relative_energy_kcal_mol": 117.2, "symbols": ["C", "C", "N", "O", "O", "O", "O", "H"], "xyz": [[-2.119, -0.040, 0.020], [-0.298, -0.333, 0.040], [0.036, -1.686, 0.013], [-2.946, 0.099, -0.743], [-0.853, -2.462, 0.336], [1.132, -2.010, -0.432], [-1.472, 0.000, 1.040], [0.474, 0.307, 0.240]]}

=====

[3]
{"formula": "C2HNO4", "method": "ωB97M-V/def2-TZVPD", "e_tot_ha": -432.39860, "orbital_gap_ev": [8.8215, 8.8215], "smiles": "O=CN=O.O=C=O", "relative_energy_kcal_mol": 71.8, "symbols": ["C", "C", "N", "O", "O", "O", "O", "H"], "xyz": [[-3.044, 0.392, 0.178], [0.467, 0.125, 0.806], [1.021, 1.267, 0.478], [-4.166, 0.396, 0.041], [0.844, 2.369, 0.065], [0.168, -0.555, 1.736], [-1.928, 0.555, 0.224], [0.893, -0.248, -0.156]]}

=====

[4]
{"formula": "C2HNOS", "method": "ωB97M-V/def2-TZVPD", "e_tot_ha": -604.98126, "orbital_gap_ev": 11.5603, "smiles": "O=C=S.C#N", "relative_energy_kcal_mol": 3.6, "symbols": ["C", "C", "N", "O", "S", "H"], "xyz": [[-1.591, 0.957, -0.063], [1.681, -0.873, -0.016], [-1.910, 0.798, -1.152], [2.269, -0.362, -0.855], [0.905, -1.475, 1.108], [-1.353, 0.954, 0.978]]}

=====

[5]
{"formula": "C2HNOS", "method": "ωB97M-V/def2-TZVPD", "e_tot_ha": -604.96677, "orbital_gap_ev": 10.3048, "relative_energy_kcal_mol": 12.7, "symbols": ["C", "C", "N", "O", "S", "H"], "xyz": [[0.544, -1.130, 0.158], [-0.918, 1.865, 0.382], [0.878, 0.020, 0.165], [-1.703, 1.348, -0.219], [-0.161, -2.508, 0.099], [1.358, 0.404, -0.585]]}

=====

[6]
{"formula": "C2HO2S2", "method": "ωB97M-V/def2-TZVPD", "e_tot_ha": -1023.59798, "multiplicity": 3, "orbital_gap_ev": [3.8266, 6.0432], "charge": -1, "s2": 2.01, "relative_energy_kcal_mol": 29.0, "symbols": ["C", "C", "O", "O", "S", "S", "H"], "xyz": [[0.124, -3.705, 0.028], [0.985, 0.683, -0.149], [1.162, -4.181, 0.100], [-0.972, -3.414, 0.094], [1.171, -0.991, -0.917], [1.244, -0.585, 1.138], [-0.104, 1.086, -0.274]]}